A single C3H5NO2 molecule, computed with wB97M-V/def2-TZVPD.

```
11
Properties=species:S:1:pos:R:3:forces:R:3
C 0.685 0.624 0.433 0.045 0.656 0.183
H -2.688 -0.722 0.257 0.132 0.001 -0.004
O 0.647 1.539 1.196 0.090 -0.521 -0.426
H 1.301 1.672 -1.314 -0.032 -0.121 0.061
H 0.294 0.224 -1.616 0.116 0.021 0.112
N -1.761 -0.304 0.222 0.179 -0.288 0.208
H -1.057 -2.002 1.280 -0.045 0.119 -0.093
C -0.906 -1.034 0.797 -0.326 0.040 -0.093
H 1.996 0.035 -1.138 -0.127 0.019 0.028
C 1.098 0.646 -1.006 0.011 0.104 -0.030
O 0.392 -0.678 0.889 -0.043 -0.029 0.054
```
Forces are in eV/Å.

Multiplicity: 1
Energy relative to the best compared isomer or geometry (same formula, charge and spin): 20.40 kcal per mole

These are the natural (NBO) partial charges, in e, on atoms 1 to 6: atom 1 (C): 0.82, atom 2 (H): 0.36, atom 3 (O): -0.50, atom 4 (H): 0.24, atom 5 (H): 0.25, atom 6 (N): -0.71

A single C3H5NO2 molecule, computed with wB97M-V/def2-TZVPD.

```
11
Properties=species:S:1:pos:R:3:forces:R:3
H 2.130 0.889 -0.140 -0.961 -1.058 -0.193
C 0.579 -0.592 0.641 3.403 0.158 0.246
C -0.801 0.113 0.225 -0.887 -3.947 0.476
H -2.321 -1.130 -0.701 0.245 0.481 0.835
O -1.464 -0.709 -0.847 0.984 1.057 1.130
O -0.183 1.919 -1.441 0.528 0.189 0.538
H -1.309 0.095 1.240 -0.380 1.373 -1.710
N 1.205 0.412 -0.208 1.731 2.483 -0.990
H 1.261 -0.513 1.645 -2.803 -0.381 -1.415
C 0.091 1.104 -0.610 -1.032 -0.887 0.593
H 0.812 -1.588 0.195 -0.828 0.531 0.490
```
Forces are in eV/Å.

Multiplicity: 1
Energy relative to the best compared isomer or geometry (same formula, charge and spin): 68.71 kcal per mole

These are the natural (NBO) partial charges, in e, on atoms 1 to 6: atom 1 (H): 0.40, atom 2 (C): -0.24, atom 3 (C): -0.02, atom 4 (H): 0.49, atom 5 (O): -0.75, atom 6 (O): -0.55

A molecular structure, C3H5NO2, computed with wB97M-V/def2-TZVPD.

```
11
Properties=species:S:1:pos:R:3:forces:R:3
C 1.396 -1.162 -0.552 0.199 -0.107 -0.090
O -2.722 0.911 -0.042 0.360 -0.032 0.297
H 1.365 -2.204 -0.230 -0.014 0.141 -0.031
H -0.972 -0.239 0.542 0.094 0.047 -0.064
N 0.192 -0.505 -0.043 -0.081 0.273 -0.010
H 2.311 -0.702 -0.166 -0.137 -0.034 -0.038
H 1.417 -1.139 -1.646 0.002 0.002 0.130
C -1.767 0.896 0.697 -0.547 0.222 -0.060
C 0.059 0.786 -0.024 0.548 0.156 -0.179
H -1.756 1.480 1.646 -0.047 -0.020 -0.112
O 0.477 1.879 -0.181 -0.377 -0.649 0.158
```
Forces are in eV/Å.

Multiplicity: 1
Energy relative to the best compared isomer or geometry (same formula, charge and spin): 107.79 kcal per mole

These are the natural (NBO) partial charges, in e, on atoms 1 to 6: atom 1 (C): -0.43, atom 2 (O): -0.47, atom 3 (H): 0.22, atom 4 (H): 0.39, atom 5 (N): -0.66, atom 6 (H): 0.20

A molecular structure, C3H5NO2, computed with wB97M-V/def2-TZVPD.

```
11
Properties=species:S:1:pos:R:3:forces:R:3
C -0.962 -0.275 0.380 1.542 -0.502 -0.394
H 0.530 -0.595 -1.341 0.097 0.161 -0.059
H 2.220 -0.423 0.919 -0.028 -0.031 -0.077
O -2.017 -0.974 -0.122 -0.052 0.093 -0.124
C 0.395 1.166 -0.108 -0.699 0.041 0.491
H 1.003 2.062 -0.028 -0.044 0.109 -0.148
H -2.343 -0.515 -0.907 0.033 -0.028 0.079
C 0.793 -0.199 -0.365 -1.201 -0.681 0.277
H -0.733 -0.618 1.382 -0.101 0.147 0.063
N -0.889 1.108 0.154 0.493 0.589 -0.211
O 2.001 -0.738 0.035 -0.039 0.102 0.104
```
Forces are in eV/Å.

Multiplicity: 1
Energy relative to the best compared isomer or geometry (same formula, charge and spin): 71.98 kcal per mole

These are the natural (NBO) partial charges, in e, on atoms 1 to 6: atom 1 (C): 0.25, atom 2 (H): 0.20, atom 3 (H): 0.47, atom 4 (O): -0.68, atom 5 (C): 0.03, atom 6 (H): 0.19